Formula: C12H45CaN6O11
Source: the Open Molecules 2025 dataset
Level of theory: ωB97M-V with the def2-TZVPD basis set

XYZ file:
```
75
Properties=species:S:1:pos:R:3:forces:R:3:mulliken_charge:R:1
H 0.5675 1.7790 0.5552 -0.027 0.155 -0.984 0.088
N -4.9092 -1.2085 -2.1095 0.003 -1.302 -0.994 -0.223
O 0.3610 -4.8436 0.1199 -0.027 0.592 -0.057 -0.587
O 1.8676 1.4887 4.3635 -0.675 0.353 0.140 -0.557
C -1.7071 -1.5753 3.3411 -0.224 -0.615 -0.936 -0.119
H -2.1248 -2.2528 -3.1262 0.027 -0.303 0.171 0.274
H -0.2096 -1.3299 -4.3704 -0.213 -0.158 -0.302 0.339
C 0.4969 1.8197 4.5614 -0.125 0.067 -0.254 -0.464
H -1.4418 3.6634 -2.0918 -0.167 0.233 0.154 0.530
H 0.9230 4.4217 0.9500 0.274 -0.026 1.255 0.214
H 2.2304 -1.0649 2.3962 0.101 0.777 -0.086 0.384
N 2.7412 -0.0943 -3.8721 0.835 -2.579 -1.258 -0.452
C 0.2557 -4.0276 1.2850 0.169 -0.544 1.425 -0.342
H -0.7955 -1.2704 2.8273 0.641 0.221 0.629 -0.165
H 0.8577 -0.3192 -1.0485 -0.207 0.928 -0.158 -0.728
H 3.3446 -0.8225 -3.5175 -0.339 -0.181 -0.523 0.212
O -6.0857 0.2763 -0.8932 1.118 -0.094 -0.238 -0.695
O -1.9448 -1.3122 -3.1934 -1.113 0.022 -0.188 -0.550
N -3.8081 0.4328 -1.0211 1.998 0.655 0.154 -0.106
H -0.0312 -1.7546 -2.6698 0.292 0.129 0.097 0.258
H -0.4008 -0.0679 -3.1683 0.272 -0.003 0.099 -0.111
N 1.7341 4.8829 -1.0792 -0.843 1.401 -3.242 -0.313
O -0.5736 2.7769 -3.7083 0.387 0.014 0.330 -0.574
H 0.0837 3.0371 -1.6781 0.408 -0.599 -0.545 -0.349
H -1.4631 2.7407 -4.0676 0.002 0.025 -0.396 0.341
H -3.0117 -3.4903 0.9529 0.484 -0.109 0.438 0.417
Ca 3.8655 1.2604 0.1851 -2.223 -0.217 0.031 1.514
C 3.7574 -1.2846 3.6352 -0.691 1.419 -0.210 -0.618
H -3.0316 0.1756 -1.6136 -0.012 -0.098 0.073 0.014
H -2.0569 -0.8538 4.0794 0.081 0.070 -0.097 0.416
C 0.7336 0.7616 0.9095 1.275 0.148 1.799 -0.382
O 2.0283 0.7292 1.5402 1.133 0.152 -1.644 -0.364
C -0.7826 2.8216 -2.3035 -1.547 0.604 0.172 0.164
C 2.3939 4.1343 -0.2614 -0.248 -0.174 0.921 0.678
C -2.6877 -2.8557 0.1281 0.335 -0.487 0.747 -0.370
H 1.5251 2.6407 -3.1495 0.086 -0.081 -0.644 -0.030
H 4.6384 -1.2593 2.9938 0.209 -0.507 -0.285 0.219
H -0.1749 0.9768 4.3997 0.118 -0.527 0.675 0.100
O 2.5718 -1.7481 2.9778 0.878 -1.107 0.807 -0.480
H -3.7086 1.3220 -0.5526 -0.659 -0.318 -0.047 0.206
H -3.5941 -2.2707 -0.0278 0.408 0.247 -0.871 0.450
O -1.6044 -2.9006 3.8828 0.215 0.943 -0.296 -0.508
H 1.8803 1.3164 3.4191 0.630 -0.508 -0.686 0.157
H 1.1777 -4.1196 1.8590 0.120 0.417 0.011 0.514
H -4.0411 -1.6402 -2.3927 -0.214 0.369 0.147 0.182
H -0.7974 -2.8532 4.4006 0.068 -0.436 0.268 0.325
O -2.2754 -3.6525 -0.9561 -0.758 -0.085 -1.355 -0.584
H 0.0203 0.7566 1.7337 -0.367 -0.500 0.170 0.226
H 0.3728 2.2865 5.5385 -0.108 -0.189 -0.126 0.341
O 2.8588 0.8802 -1.9458 2.521 -0.066 8.431 -0.373
H 4.0132 -1.7683 4.5779 -0.409 -0.696 -0.370 0.272
H 0.5471 -1.3695 0.1560 -0.111 0.177 1.088 -0.126
H -0.7129 -0.1510 -0.1275 -0.208 -0.497 -0.800 0.064
H 0.0333 -2.9701 1.1427 0.182 -0.191 -0.600 -0.314
H -5.7629 -1.6156 -2.4639 0.159 0.187 0.326 0.191
H -1.3494 1.9470 -1.9841 0.467 -0.289 0.332 -0.083
H -1.7945 -2.2767 0.3626 -0.616 0.623 0.678 -0.218
N 1.9179 4.2477 0.9391 -0.975 -0.113 3.306 -0.409
H -0.5106 -4.3966 1.9668 -0.286 -0.111 -0.202 0.318
N 2.0334 1.9551 -3.6895 -0.512 1.756 -0.407 -0.259
H 3.6083 -0.2485 3.9391 -0.104 0.240 0.076 0.189
H -2.3534 -1.6029 2.4638 -0.727 -0.122 0.480 0.049
O 3.3050 3.3773 -0.5050 3.104 -1.704 -1.136 -0.782
H -1.4682 -4.1126 -0.7147 0.149 -0.220 0.110 0.395
H 2.3359 -0.1170 -4.7969 0.371 -0.363 0.268 0.172
H 1.1863 -5.3163 0.2503 -0.163 -0.214 -0.432 0.368
H 0.1287 2.4789 3.7753 0.208 0.753 0.016 0.194
C 0.3626 -0.3209 -0.0774 -0.037 0.047 -0.327 0.833
C -0.5827 -1.1241 -3.3672 0.803 0.231 0.238 -0.207
C -4.9974 -0.1295 -1.3117 -2.452 0.602 0.538 0.433
H 0.9983 5.4361 -0.6636 0.346 0.445 -0.871 0.208
H 2.4504 3.8022 1.6727 -0.900 -0.116 0.288 0.180
H 1.9262 1.8330 -4.6863 -0.576 0.780 0.363 0.201
H 2.1022 5.0106 -2.0110 -0.539 0.235 0.016 0.278
C 2.5569 0.9228 -3.0646 -1.474 0.429 -5.700 0.537
```
Forces are in eV/Å.

Values from the calculation:
- Energy: -2317.78727 a.u.
- Energy relative to the best compared isomer or geometry (same formula, charge and spin): 10.6 kcal per mole
- LUMO energy: -4.18 eV
- Net charge: +1
- Frontier orbital gap: 7.008 eV
- Maximum force: 8.80 eV/Å

Formula: C22H22AsN5O2RhS4
Source: the Open Molecules 2025 dataset
Level of theory: ωB97M-V with the def2-TZVPD basis set

XYZ file:
```
57
Properties=species:S:1:pos:R:3:forces:R:3:mulliken_charge:R:1
O 0.2080 1.9891 -0.9479 -0.240 -0.242 0.358 -0.431
C 1.8937 2.1749 1.3438 0.032 0.148 0.089 -0.038
C -2.8518 -1.9112 4.1786 -0.017 -0.001 -0.002 -0.496
H 4.8179 3.0054 -3.2201 -0.002 0.003 0.000 0.410
H 3.7360 -1.0702 -4.0465 0.010 0.010 -0.007 0.501
H 2.7055 3.3320 -1.9112 -0.013 0.000 -0.019 0.609
H -2.4534 -2.3913 -2.9754 -0.034 0.006 -0.009 0.232
C -1.1259 -0.7823 2.9745 -0.117 -0.006 -0.023 0.653
H -3.2170 -3.0493 0.5613 -0.008 -0.012 0.034 0.340
N 0.3175 -0.1870 -1.7719 -0.016 -0.168 -0.156 0.035
H -2.5759 -4.6925 -1.1898 -0.030 0.018 0.084 0.378
H 2.6558 -0.9881 2.2916 -0.006 0.001 0.004 0.456
H 3.3123 3.6998 0.8784 0.015 0.002 0.009 0.437
H -3.8267 -1.0506 -0.6379 -0.003 0.045 0.077 0.185
C 4.1162 2.1893 -3.1071 -0.021 -0.006 0.008 -0.645
C 2.9446 2.3842 -2.3751 0.012 0.040 0.028 -0.266
O 1.1029 -1.9513 -3.0298 0.776 -0.102 -0.533 -0.521
C 4.2823 1.8512 1.3910 -0.014 -0.028 0.005 -0.438
N 0.3896 0.3721 1.9041 0.082 -0.011 -0.002 1.060
C 4.3993 0.9634 -3.6999 -0.003 -0.009 0.000 -0.459
N -2.8624 -1.3241 -0.5150 0.358 -0.115 -0.280 -0.131
H 0.1896 -2.2245 -2.9985 -1.136 -0.723 0.508 0.253
H 1.0289 2.8131 1.2004 0.014 -0.063 -0.002 0.329
H -4.1446 0.2249 1.8524 0.007 -0.006 -0.002 0.464
H 5.3164 0.8475 -4.2628 -0.001 -0.005 0.000 0.394
S -4.7857 4.3097 1.3870 0.061 -0.021 0.011 -0.554
H -0.7462 -2.1723 4.5649 -0.004 0.005 0.001 0.443
C 3.5226 -0.1154 -3.5846 0.036 -0.055 -0.001 -0.382
H -4.8501 -1.3634 3.6073 -0.001 -0.006 -0.009 0.388
S -1.6024 2.7879 2.0912 0.155 -0.013 -0.060 -0.340
S -1.8527 5.2078 -0.5499 0.006 -0.019 0.058 -0.588
C 1.2039 -0.7546 -2.5224 -0.003 0.634 0.310 0.241
H -2.2836 -0.8926 -1.2241 -0.006 -0.072 -0.056 0.055
Rh -1.2454 0.9653 0.7761 -0.522 0.614 -0.281 -0.082
H 5.2831 2.2398 1.2495 0.002 -0.002 -0.004 0.408
H -3.1787 -2.6016 4.9457 0.006 0.004 0.003 0.380
C -3.7943 -1.2151 3.4116 0.037 -0.002 0.010 -0.684
C 2.0945 1.3099 -2.2651 0.043 0.001 0.034 0.346
C 3.1807 2.6670 1.1756 -0.020 -0.015 0.024 -0.754
As -2.9370 3.7880 0.5556 -0.043 0.122 -0.090 0.359
C -2.8819 -3.6794 -1.4615 0.090 0.132 -0.037 -0.771
H -1.5671 -2.8409 0.0094 -0.058 0.004 -0.066 0.154
C 2.8198 0.0338 1.9781 -0.034 -0.028 -0.062 -0.479
H -2.2180 -3.9448 -3.3852 -0.022 0.039 0.023 0.194
C -2.6153 -2.7312 -0.2936 0.116 -0.047 0.144 -0.466
C 2.3769 0.0912 -2.8485 0.089 -0.081 -0.060 -0.042
H -3.9562 -3.7005 -1.6825 -0.037 -0.005 0.033 0.334
C 0.7807 1.1353 -1.5672 0.071 0.377 -0.187 -0.008
C -3.4083 -0.3259 2.4238 -0.047 0.050 0.003 -0.485
C -2.0550 -0.1097 2.1653 -0.245 -0.013 -0.064 0.521
C 1.7230 0.8581 1.7469 0.150 -0.101 -0.053 -0.010
C -1.5090 -1.6840 3.9708 0.030 -0.009 -0.005 -0.469
S -3.0379 1.8229 -0.5087 0.232 -0.435 0.383 -0.405
N -2.0939 -3.2767 -2.6329 0.216 0.154 -0.233 -0.446
C 4.0983 0.5328 1.7931 0.018 0.028 -0.019 -0.545
N 0.2225 -0.4573 2.8248 0.039 -0.022 0.084 -0.998
H 4.9540 -0.1088 1.9623 0.001 0.003 -0.002 0.377
```
Forces are in eV/Å.

Values from the calculation:
- Energy: -5215.00137 a.u.
- Energy relative to the best compared isomer or geometry (same formula, charge and spin): 42.2 kcal per mole
- LUMO energy: 1.08 eV
- Net charge: -1
- Frontier orbital gap: 4.752 eV
- Maximum force: 1.44 eV/Å

Formula: C20H60O20
Source: the Open Molecules 2025 dataset
Level of theory: ωB97M-V with the def2-TZVPD basis set

XYZ file:
```
100
Properties=species:S:1:pos:R:3:forces:R:3:mulliken_spin:R:1
H 16.2609 17.9128 8.3077 -0.237 -0.001 -0.126 -0.019
O 18.8925 12.6300 6.5201 -0.497 0.254 -0.543 0.000
H 17.7310 16.1102 9.1567 0.041 0.250 -0.695 0.025
H 10.2884 12.6019 9.9754 -0.100 -0.118 0.061 0.000
O 10.9627 12.5232 9.2966 0.425 1.126 -1.025 0.000
H 15.4742 18.1881 2.5115 0.125 0.609 0.114 0.000
O 15.1640 12.6995 4.3504 -0.111 -0.423 -1.005 0.000
H 12.6963 11.9191 6.4817 -0.029 0.057 0.288 0.000
C 14.7054 19.0474 0.5759 0.422 -0.821 1.320 0.000
H 15.0171 17.4427 5.3784 0.162 0.059 0.152 0.001
H 12.7477 17.5321 5.6773 -0.481 0.692 0.760 0.002
C 13.1445 16.6986 6.2568 1.233 -0.274 -0.909 0.001
H 14.3863 17.6842 9.4181 -1.223 -0.200 -0.770 -0.013
O 15.2138 19.3327 -0.7372 -0.259 -0.310 1.087 0.000
H 17.2076 17.7816 5.9082 -0.160 -0.153 -0.005 -0.002
H 17.0439 19.9301 3.3185 0.400 -0.119 -0.611 0.000
O 16.4043 21.4359 7.2056 2.227 -1.944 1.546 0.000
H 15.1371 11.9929 6.2533 -0.128 -0.211 0.404 0.000
O 11.1624 17.2630 9.9691 0.249 -0.003 0.408 0.000
H 13.8988 18.3142 0.5700 0.030 -0.085 -0.680 0.000
O 11.4000 19.5237 1.4695 0.064 0.504 0.012 0.000
C 18.2798 13.6822 5.7641 1.868 0.555 0.829 -0.001
H 20.9163 15.2234 4.6699 0.193 -0.058 -0.190 0.000
C 18.2652 19.1968 4.6809 1.129 -0.270 -1.270 0.004
C 9.2035 17.7199 11.3725 1.620 -0.035 0.345 0.000
O 14.6368 20.5297 4.8298 -2.101 0.773 0.608 0.000
O 18.2742 19.1164 7.1137 -0.333 -0.170 0.615 0.028
H 16.9899 18.2394 9.9302 0.607 -0.468 -0.113 0.022
C 11.1248 13.8516 8.7374 -0.781 -0.160 0.450 0.001
H 14.2556 19.9083 1.0704 0.200 0.369 -0.229 0.000
H 8.9780 20.2665 4.0004 -0.181 0.187 -0.091 0.000
C 10.6261 19.2898 3.7682 -0.088 -0.945 -0.365 0.000
H 19.8440 15.1671 6.5466 -0.264 -0.491 0.419 0.000
H 14.3854 20.0028 6.7526 -0.439 -0.042 0.634 -0.001
H 9.0509 13.9177 8.0330 -0.122 0.174 0.427 0.000
C 16.6784 16.1580 9.4356 -0.009 -3.740 0.644 0.163
O 8.2796 17.5153 10.3378 -0.047 -0.297 -0.330 0.000
C 10.5207 16.8632 11.1774 -1.852 0.736 0.406 0.000
H 15.4142 15.3170 6.6939 -0.039 0.237 0.185 0.005
C 15.8289 18.4707 1.5203 -0.805 -0.332 -2.661 0.000
O 15.2676 15.3725 5.7468 -0.059 0.346 -0.186 0.001
H 18.6223 15.7262 5.4169 0.184 0.362 -0.402 0.000
H 15.4990 20.2492 -0.7216 -0.071 0.124 -0.174 0.000
H 10.2100 13.7632 6.7932 0.209 0.516 -0.511 0.000
H 12.5937 16.9780 8.1443 -0.519 -0.102 0.036 0.003
H 11.1635 16.9909 12.0483 0.208 0.067 -0.260 0.000
H 11.6176 19.5962 4.1016 0.515 -0.652 -0.437 0.000
H 13.1130 13.5499 5.9758 0.042 0.289 -0.302 0.000
H 14.9615 22.7435 7.4024 -1.227 -0.292 0.018 0.000
H 15.5831 20.3704 4.8023 0.641 -0.213 0.155 0.000
C 14.5113 11.9511 5.3619 -0.274 1.341 0.275 0.000
H 13.2354 21.3033 6.2738 -0.030 -0.247 -0.669 0.000
H 12.4023 15.9030 6.1919 0.342 -0.337 -0.284 0.001
H 11.7069 20.2171 2.0582 0.260 0.468 -0.471 0.000
O 15.0929 17.7944 10.0586 1.460 -0.145 -0.639 0.458
H 16.6363 15.7951 10.4625 -0.111 0.423 0.167 -0.007
H 10.8066 17.7446 2.1041 -0.116 -0.281 0.703 0.000
H 18.9996 17.7130 5.9114 -0.222 -0.297 0.174 0.000
H 15.5833 22.5120 5.8268 -0.552 0.296 -0.464 0.000
O 16.8978 19.3708 1.5158 0.852 1.125 1.425 0.000
H 18.5911 18.6712 3.7833 0.605 -1.035 0.441 0.001
C 13.0890 12.5090 5.6535 0.682 -2.067 0.651 0.000
H 12.5619 12.8286 3.9145 -0.287 -0.179 -0.816 0.000
H 9.2093 15.9479 7.3823 -0.010 0.492 -0.143 0.000
H 10.1993 15.8248 11.0970 0.163 -0.221 0.122 0.000
C 18.1272 18.3661 5.9336 1.113 -0.082 -0.793 -0.004
H 17.2319 19.4750 0.6218 -0.095 -0.141 -0.120 0.000
H 19.0479 19.9418 4.8241 0.027 0.339 0.413 0.000
C 14.2479 20.9133 6.1694 1.858 -0.118 -0.004 0.002
O 9.9157 20.4720 4.0093 -0.648 0.472 -0.153 0.000
H 15.5389 13.5249 4.6662 -0.260 0.086 0.464 0.000
H 16.2370 17.5780 1.0465 -0.442 -0.522 0.019 0.000
H 8.7234 17.5415 12.3347 -0.005 -0.380 -0.099 0.000
O 20.2016 14.5868 4.5959 -0.524 0.183 0.582 0.000
C 16.2912 17.6278 9.3594 -1.474 2.706 0.741 0.127
H 19.5533 12.3157 5.8987 0.372 -0.464 0.256 0.000
H 14.0696 16.2857 4.4216 0.213 0.179 -0.195 0.000
C 14.4641 16.5041 5.4139 -1.548 -1.126 0.925 0.001
O 12.2143 12.2276 4.5775 0.346 1.059 0.103 0.000
H 14.4406 10.9173 5.0236 -0.064 0.112 -0.050 0.000
H 10.5493 16.9405 9.3046 -0.010 -0.216 -0.693 0.000
H 8.5792 18.0542 9.6019 -0.223 0.091 -0.140 0.000
C 10.5297 18.7821 2.2914 0.428 0.330 0.779 0.000
H 12.0920 13.9775 8.2510 0.144 -0.612 -0.026 -0.001
C 15.2454 21.9577 6.7025 -0.887 1.770 -1.606 0.000
H 17.6647 19.8568 7.0697 -0.349 0.609 0.031 0.002
O 13.4134 16.9132 7.6489 0.738 0.561 -0.046 0.011
H 9.4894 18.8903 1.9847 -0.205 0.154 -0.134 0.000
C 19.2781 14.8894 5.6573 -1.203 -0.671 -0.898 0.001
H 10.2652 18.4966 4.4229 0.040 -0.243 0.210 0.000
O 10.0787 15.6883 7.6960 -0.316 0.807 -0.519 0.000
H 9.5173 18.7636 11.3830 0.067 0.199 0.059 0.000
H 17.3495 13.9636 6.2576 0.115 0.044 0.010 0.000
H 18.0856 13.3440 4.7463 -0.245 0.125 -0.084 0.000
H 11.1325 14.5755 9.5523 -0.118 0.132 0.093 0.000
C 10.0276 14.2933 7.7279 0.763 -2.264 1.170 0.000
H 16.6491 21.9452 7.9817 0.219 -0.174 -0.054 0.000
O 15.8828 15.3075 8.6448 1.233 1.323 0.169 0.192
H 15.2432 14.8527 9.1978 -0.339 -0.193 0.162 -0.006
O 17.0791 19.7402 4.2589 -2.116 1.231 0.923 0.001
```
Forces are in eV/Å.

Values from the calculation:
- Energy: -2302.24750 a.u.
- Energy relative to the best compared isomer or geometry (same formula, charge and spin): 4.2 kcal per mole
- LUMO energy (alpha / beta): -2.77 / -9.15 eV
- Net charge: +1
- 2S+1: 2
- Frontier orbital gap (alpha / beta): 8.859 / 2.473 eV
- Maximum force: 3.80 eV/Å